C20H34N5O2SSe2V | wB97M-V/def2-TZVPD

Atoms and positions in Å:
Se -0.903 -1.629 -3.270
Se 0.077 -2.279 0.387
V -1.230 -0.116 0.236
S 0.908 1.323 -0.507
O 0.546 2.669 -0.884
O 0.336 0.237 -1.325
N -2.276 1.716 -0.355
N -2.330 -0.429 2.073
N -3.128 -0.896 -0.574
N 0.412 0.916 0.979
N -0.671 1.955 2.728
C 6.915 0.979 -0.946
C 1.424 3.681 3.262
C 1.510 2.771 2.234
C -3.889 -1.529 0.534
C 2.645 1.216 -0.642
C -3.757 -0.731 1.827
C 3.270 -0.017 -0.502
C 0.273 3.723 4.042
C 4.650 -0.086 -0.599
C -0.651 -3.700 1.489
C -1.730 -3.166 -4.094
C 0.207 -3.385 -1.208
C 4.761 2.279 -0.969
C -3.707 1.516 -0.673
C 5.415 1.056 -0.831
C 3.382 2.372 -0.879
C 0.574 -2.600 -2.448
C -3.869 0.154 -1.324
C 0.430 1.925 1.997
C -0.738 2.835 3.737
H -4.300 0.209 1.752
H -1.786 1.999 -1.206
H -4.926 -0.107 -1.415
H 2.690 -0.909 -0.305
H -4.204 -1.287 2.652
H 2.875 3.319 -1.003
H -4.940 -1.653 0.264
H -1.653 2.821 4.316
H -2.187 0.447 2.577
H 7.394 1.761 -0.356
H 2.407 2.706 1.635
H -0.993 -3.695 -4.695
H -3.465 -2.523 0.684
H 7.228 1.117 -1.982
H 5.341 3.175 -1.155
H 0.005 -4.565 1.425
H 2.253 4.348 3.462
H -4.283 1.583 0.247
H -0.671 -3.353 2.520
H 5.145 -1.043 -0.490
H -2.166 -3.833 -3.355
H 1.353 -1.865 -2.252
H -0.737 -3.915 -1.323
H 7.295 0.016 -0.608
H 0.167 4.417 4.862
H 0.945 -3.284 -3.210
H -1.655 -3.964 1.164
H -2.514 -2.791 -4.748
H -1.927 -1.145 2.668
H -2.866 -1.608 -1.258
H -2.137 2.504 0.273
H 0.980 -4.113 -0.963
H -3.447 0.181 -2.330
H -4.079 2.293 -1.342

Values from the calculation:
Multiplicity: 2
Total charge: +1
Lowest unoccupied orbital energy (alpha / beta) in eV: -2.0 / -2.0
HOMO-LUMO gap (alpha / beta) in eV: 7.351 / 6.778